# 1
Density functional theory data (ωB97M-V/def2-TZVPD) for a structure of composition C12H14BF4IN2Ru in a non-equilibrium geometry.

Each line ends with the Löwdin charge.
Positions of all 35 atoms, in Å:
C (2.226, 2.375, 1.233)  -0.2167
C (2.967, 1.439, 0.246)  -0.1542
H (1.232, 2.875, 0.935)  -0.1311
H (2.779, 3.319, 1.197)  0.1144
H (2.132, 1.981, 2.245)  0.1064
H (2.457, 1.114, -0.707)  0.0508
H (3.785, 2.029, -0.163)  0.1086
H (3.375, 0.563, 0.745)  0.0889
C (-2.503, 1.465, -0.109)  -0.0579
C (-3.768, 1.199, -0.622)  0.0821
C (-3.916, 0.127, -1.511)  0.0497
C (-2.817, -0.675, -1.791)  0.0955
H (-2.317, 2.240, 0.632)  0.1208
H (-4.608, 1.828, -0.322)  0.1552
H (-4.885, -0.091, -1.967)  0.1512
H (-2.881, -1.552, -2.434)  0.1415
N (-1.423, 0.787, -0.525)  -0.0378
C (-1.563, -0.347, -1.238)  -0.1506
C (-0.397, -1.205, -1.211)  -0.1486
N (0.714, -0.678, -0.657)  0.0259
C (1.754, -1.481, -0.391)  -0.0143
C (0.652, -3.374, -1.375)  0.0592
C (1.768, -2.826, -0.737)  0.0962
H (2.579, -1.035, 0.144)  0.1094
H (2.656, -3.413, -0.504)  0.1568
C (-0.443, -2.552, -1.598)  0.1031
H (-1.359, -2.886, -2.074)  0.1372
H (0.635, -4.416, -1.700)  0.1523
Ru (0.550, 1.495, -0.098)  1.0005
I (0.093, 3.868, -0.749)  0.6596
F (1.191, -0.444, 2.116)  0.0479
B (0.095, -0.445, 3.045)  -1.1838
F (0.243, -1.532, 3.921)  0.1273
F (0.111, 0.787, 3.739)  0.0971
F (-1.113, -0.539, 2.282)  0.0573

Properties
Strongest force on any atom, eV/A: 2.18
Molecular weight, g/mol: 501.036
ΔE to the lowest compared entry with this formula, charge and spin, eV: 0.799
Net charge: +2
Frontier orbital gap (spin up / spin down), Ha: 0.258 / 0.150
Highest occupied orbital energy (spin up / spin down), eV: -16.51 / -16.51
Multiplicity: 5

---

# 2
Density functional theory data (ωB97M-V/def2-TZVPD) for a cluster of 4 separate species, C16H39F3N3O7P in total in a non-equilibrium geometry.

Each line ends with the Löwdin charge.
Positions of all 69 atoms, in Å:
O (2.487, 2.098, -2.647)  -0.2328
P (2.165, 3.446, -3.069)  0.3164
O (2.576, 3.764, -4.580)  -0.0881
O (3.074, 4.448, -2.200)  -0.0819
O (0.638, 3.825, -2.744)  -0.1808
C (-0.264, 2.703, -2.876)  -0.1935
C (-1.667, 3.186, -2.439)  -0.0859
C (-2.593, 3.441, -3.603)  -0.1977
F (-2.076, 3.454, -4.867)  0.0442
C (-3.940, 3.672, -3.487)  -0.3070
F (-4.458, 4.819, -3.142)  0.1716
F (-4.856, 2.761, -3.707)  0.1600
H (2.189, 3.108, -5.183)  0.0972
H (2.689, 5.336, -2.322)  0.0897
H (-0.291, 2.337, -3.910)  0.1231
H (0.047, 1.868, -2.239)  0.1111
H (-1.498, 4.101, -1.849)  0.1322
H (-2.116, 2.435, -1.781)  0.1116
C (1.095, -0.048, 3.009)  -0.0647
C (0.779, 0.940, 1.891)  -0.4248
C (-0.177, 0.379, 0.824)  -0.2074
O (0.425, -0.516, -0.087)  -0.1852
C (0.540, -1.853, 0.378)  -0.0874
N (2.035, 1.406, 1.297)  0.0516
H (1.797, -0.820, 2.694)  0.0526
H (1.550, 0.471, 3.854)  0.0768
H (0.187, -0.538, 3.371)  0.0769
H (0.281, 1.800, 2.352)  0.1344
H (-0.531, 1.220, 0.216)  0.1106
H (-1.067, -0.074, 1.278)  0.0920
H (-0.306, -2.142, 1.008)  0.0937
H (1.479, -1.990, 0.915)  0.0605
H (0.563, -2.507, -0.494)  0.0903
H (1.814, 2.132, 0.619)  0.0664
H (2.400, 0.647, 0.726)  0.0710
C (6.558, -4.169, 0.444)  -0.0726
C (5.305, -4.308, -0.414)  -0.4308
C (4.226, -3.259, -0.100)  -0.2072
O (3.488, -3.509, 1.085)  -0.2102
C (4.119, -3.081, 2.279)  -0.1041
N (4.791, -5.675, -0.283)  0.0374
H (6.410, -4.535, 1.460)  0.0634
H (7.376, -4.749, 0.014)  0.0753
H (6.883, -3.128, 0.500)  0.0788
H (5.607, -4.158, -1.454)  0.1351
H (3.491, -3.282, -0.910)  0.1203
H (4.644, -2.244, -0.086)  0.1228
H (4.698, -2.164, 2.129)  0.0953
H (4.759, -3.869, 2.682)  0.0749
H (3.339, -2.883, 3.015)  0.0814
H (4.015, -5.798, -0.929)  0.0709
H (4.355, -5.750, 0.634)  0.0681
C (-6.071, -0.971, 1.115)  -0.0710
C (-5.012, -0.420, 2.066)  -0.4287
C (-5.144, 1.089, 2.327)  -0.2057
O (-4.678, 1.912, 1.270)  -0.1932
C (-5.600, 2.110, 0.213)  -0.1039
N (-3.685, -0.766, 1.548)  0.0417
H (-5.873, -0.709, 0.076)  0.0639
H (-6.096, -2.060, 1.169)  0.0763
H (-7.065, -0.602, 1.378)  0.0785
H (-5.145, -0.928, 3.026)  0.1356
H (-4.516, 1.337, 3.186)  0.1215
H (-6.172, 1.360, 2.602)  0.1197
H (-6.631, 2.152, 0.574)  0.0924
H (-5.498, 1.328, -0.542)  0.0742
H (-5.360, 3.062, -0.263)  0.0820
H (-2.987, -0.483, 2.231)  0.0569
H (-3.504, -0.157, 0.753)  0.0646

Properties
Strongest force on any atom, eV/A: 2.16
Molecular weight, g/mol: 473.470
ΔE to the lowest compared entry with this formula, charge and spin, eV: 2.014
Net charge: 0
Frontier orbital gap, Ha: 0.267
Highest occupied orbital energy, eV: -8.08